43
Properties=species:S:1:pos:R:3:forces:R:3 method="wB97M-V/def2-TZVPD" total_energy_ha=-1575.762479 gap_ha=0.3646 multiplicity=1 charge=0 smiles="COCc1nnc(NC(=O)c2ccc(S(=O)(=O)N3CCCC3)cc2)o1" fmax_ha_per_bohr=0.029 relative_energy_kcal_mol=9.93
C -0.84527 -3.50414 3.17199 0.104 -0.042 -0.149
H -0.59472 -2.88457 2.30575 0.002 -0.133 0.047
H 0.04829 -3.62452 3.79492 0.008 -0.012 -0.004
O -1.90116 -2.93910 3.92050 -0.308 -0.022 0.130
C -1.64012 -1.64013 4.38333 -0.038 0.037 0.080
C -1.70155 -0.63475 3.28088 0.514 -0.171 -0.236
N -0.89808 -0.50049 2.28272 0.297 -0.893 1.136
N -1.37298 0.49166 1.49772 -0.657 0.946 -0.555
C -2.45686 0.91766 2.06650 0.922 -0.710 -0.025
N -3.30290 1.90918 1.68188 -0.724 0.138 0.573
C -3.20688 2.70640 0.54957 0.135 -0.163 0.073
O -4.01353 3.57741 0.36179 -0.067 0.151 -0.102
C -2.06096 2.36129 -0.33894 0.211 0.327 -0.584
C -2.20791 1.35884 -1.29221 0.060 0.189 -0.017
C -1.13191 1.00772 -2.08613 -0.215 -0.040 -0.025
C 0.07238 1.66233 -1.91946 0.495 -0.197 -0.124
C 0.21879 2.68325 -1.00249 0.171 0.075 -0.010
C -0.85695 3.04185 -0.20871 -0.271 -0.052 -0.103
H -0.76091 3.83387 0.51806 0.041 0.073 0.082
H 1.17588 3.17398 -0.91840 0.084 0.080 0.076
S 1.47897 1.10823 -2.88403 -0.500 -0.155 0.102
O 2.63850 1.85419 -2.47584 -0.021 -0.026 0.294
O 1.14169 1.10905 -4.27690 -0.157 -0.173 -0.052
N 1.52013 -0.50146 -2.38226 -0.477 1.008 -0.395
C 2.06088 -0.64027 -1.04325 0.204 -0.001 0.638
H 1.76805 0.22020 -0.44391 -0.007 -0.122 0.199
H 1.62703 -1.53984 -0.59819 -0.022 0.094 0.000
C 3.58523 -0.77573 -1.21054 0.025 0.015 0.110
H 3.99201 -1.50837 -0.51546 0.016 0.028 0.041
H 4.06241 0.18489 -1.02828 0.041 -0.053 0.054
C 3.77943 -1.19590 -2.67860 0.000 -0.080 -0.040
H 4.33816 -2.12545 -2.77330 0.048 0.017 -0.052
H 4.30447 -0.41498 -3.22623 0.053 -0.044 -0.022
C 2.35104 -1.34175 -3.22621 0.340 -0.194 -0.545
H 2.24322 -1.01404 -4.25845 0.026 -0.222 -0.049
H 1.99255 -2.37101 -3.13181 -0.024 0.097 -0.029
H -1.20337 0.22869 -2.82739 -0.110 -0.136 -0.054
H -3.15571 0.85396 -1.40050 -0.084 -0.093 -0.016
H -4.08276 2.09757 2.30290 0.101 0.069 -0.197
O -2.73501 0.25067 3.20919 -0.320 0.336 -0.203
H -2.41973 -1.40896 5.11265 0.175 0.026 0.000
H -0.65074 -1.58828 4.86201 -0.160 0.034 -0.026
H -1.19909 -4.47914 2.84512 0.085 -0.006 -0.016